Version a
# C2H4ClOP

One molecule with the formula C2H4ClOP (wB97M-V/def2-TZVPD, the Open Molecules 2025 dataset).

Bonds (Å) are listed after each position.
Element x y z (Å)
1 C -0.298 1.203 0.379  C2 1.308, Cl5 1.720, H6 1.103
2 C -1.475 0.837 -0.058  C1 1.308, H7 1.064, H8 1.101
3 O 1.589 -1.786 -1.540  P4 1.451
4 P 0.981 -2.172 -0.281  O3 1.451, Cl5 2.562, H9 1.431
5 Cl 0.973 0.136 0.833  C1 1.720, P4 2.562
6 H 0.006 2.263 0.398  C1 1.103
7 H -1.788 -0.179 -0.102  C2 1.064
8 H -2.041 1.752 -0.291  C2 1.101
9 H 2.052 -2.054 0.661  P4 1.431

As for the LUMO energy: 0.1605 eV. The frontier orbital gap is 9.3 eV.

Version b
# C2H4ClOP

One molecule with the formula C2H4ClOP (wB97M-V/def2-TZVPD, the Open Molecules 2025 dataset).

Bonds (Å) are listed after each position.
Element x y z (Å)
1 C -1.052 0.877 -0.067  P4 1.760, H6 1.100, H7 1.091, H8 1.093
2 C 1.547 -0.736 -0.078  P4 1.711, Cl5 1.775, H9 1.095
3 O -0.972 -1.817 0.120  P4 1.519
4 P -0.117 -0.572 0.284  C1 1.760, C2 1.711, O3 1.519
5 Cl 2.697 0.610 -0.203  C2 1.775
6 H -1.260 1.129 -1.118  C1 1.100
7 H -1.988 0.388 0.206  C1 1.091
8 H -0.768 1.783 0.474  C1 1.093
9 H 1.912 -1.661 0.382  C2 1.095

As for the LUMO energy: -0.7391 eV. The frontier orbital gap is 8.2 eV.

How far above the most stable structure does each one sit? In eV: version a 0.481; version b 0.000.

Version a
# C2H5PS

One molecule with the formula C2H5PS (wB97M-V/def2-TZVPD, the Open Molecules 2025 dataset).

Bonds (Å) are listed after each position.
Element x y z (Å)
1 C 1.336 0.187 -1.206  S4 1.638, H5 1.129
2 C -0.826 1.038 0.604  P3 1.677, H6 1.115, H7 1.114
3 P -0.447 -0.582 0.806  C2 1.677, S4 2.317, H8 1.287, H9 1.433
4 S 0.901 -1.364 -0.909  C1 1.638, P3 2.317
5 H 1.932 0.332 -2.154  C1 1.129
6 H -1.319 1.129 -0.393  C2 1.115
7 H 0.069 1.699 0.665  C2 1.114
8 H -1.474 -1.292 0.492  P3 1.287
9 H -0.171 -1.147 2.094  P3 1.433

As for the LUMO energy: -0.1043 eV. The frontier orbital gap is 8.0 eV.

Version b
# C2H5PS

One molecule with the formula C2H5PS (wB97M-V/def2-TZVPD, the Open Molecules 2025 dataset).

Bonds (Å) are listed after each position.
Element x y z (Å)
1 H 3.016 -0.067 -1.629  P2 1.515
2 P 1.666 0.345 -2.178  H1 1.515, C3 1.668
3 C 0.899 0.074 -0.722  P2 1.668, S4 1.857, H6 1.155
4 S -0.898 0.518 -0.584  C3 1.857, C5 1.824
5 C -1.422 -0.008 1.082  S4 1.824, H7 1.173, H8 1.156, H9 1.143
6 H 1.440 -0.663 -0.015  C3 1.155
7 H -2.507 -0.379 0.833  C5 1.173
8 H -1.592 0.902 1.775  C5 1.156
9 H -0.602 -0.722 1.437  C5 1.143

As for the LUMO energy: 0.1820 eV. The SMILES is [H]/P=C/SC. The frontier orbital gap is 8.4 eV.

How far above the most stable structure does each one sit? In eV: version a 3.146; version b 0.000.

Version a
# C3H8N2

An isolated ion of composition C3H8N2 and charge -1 (wB97M-V/def2-TZVPD, the Open Molecules 2025 dataset).

Bonds (Å) are listed after each position.
Element x y z (Å)
1 C 0.500 1.488 -1.383  C2 1.524, H6 1.099, H7 1.091, H8 1.088
2 C 0.085 0.623 -0.198  C1 1.524, N5 1.450, H9 1.133, H10 1.092
3 N -0.189 -1.403 1.617  C4 1.359, H11 1.008, H12 1.008
4 C -0.623 -1.504 0.333  N3 1.359, N5 1.274, H13 1.100
5 N -0.457 -0.659 -0.605  C2 1.450, C4 1.274
6 H -0.316 1.298 -2.095  C1 1.099
7 H 0.455 2.545 -1.118  C1 1.091
8 H 1.457 1.223 -1.829  C1 1.088
9 H 0.974 0.573 0.504  C2 1.133
10 H -0.659 1.058 0.473  C2 1.092
11 H 0.403 -0.654 1.943  N3 1.008
12 H -0.342 -2.224 2.182  N3 1.008
13 H -1.288 -2.366 0.177  C4 1.100

Its multiplicity is 2. As for the LUMO energy (alpha / beta): 4.3001 / 4.2550 eV. Its expectation value of S² is 0.75. The total charge is -1. The frontier orbital gap (alpha / beta) is 3.0 / 9.0 eV.

Version b
# C3H8N2

An isolated ion of composition C3H8N2 and charge -1 (wB97M-V/def2-TZVPD, the Open Molecules 2025 dataset).

Bonds (Å) are listed after each position.
Element x y z (Å)
1 C 0.865 -0.922 -1.447  C2 1.511, H6 1.097, H7 1.094, H8 1.098
2 C 0.267 -0.085 -0.341  C1 1.511, C3 1.339, N5 1.406
3 C -0.947 -0.282 0.189  C2 1.339, N4 1.433, H9 1.083
4 N -1.416 0.404 1.357  C3 1.433, H10 1.018, H11 1.029
5 N 1.135 0.855 0.242  C2 1.406, H12 0.998, H13 1.003
6 H 0.248 -0.851 -2.351  C1 1.097
7 H 1.923 -0.678 -1.579  C1 1.094
8 H 0.789 -1.975 -1.147  C1 1.098
9 H -1.539 -1.129 -0.138  C3 1.083
10 H -2.400 0.207 1.527  N4 1.018
11 H -0.937 0.076 2.206  N4 1.029
12 H 1.851 1.206 -0.358  N5 0.998
13 H 0.717 1.294 1.041  N5 1.003

Its multiplicity is 2. As for the LUMO energy (alpha / beta): 4.2989 / 4.6706 eV. Its expectation value of S² is 0.75. The total charge is -1. The frontier orbital gap (alpha / beta) is 2.8 / 8.1 eV.

How far above the most stable structure does each one sit? In eV: version a 0.000; version b 0.371.

Version a
# CH14O6

A 6-piece molecular cluster, CH14O6 overall (wB97M-V/def2-TZVPD, the Open Molecules 2025 dataset).

Bonds (Å) are listed after each position.
Element x y z (Å)
1 C -0.554 -4.180 0.396  O2 1.420, H3 1.089, H4 1.084, H5 1.092
2 O -0.322 -2.968 -0.307  C1 1.420, H6 0.969
3 H 0.415 -4.457 0.808  C1 1.089
4 H -1.005 -4.923 -0.251  C1 1.084
5 H -1.206 -4.024 1.257  C1 1.092
6 H -0.967 -2.307 -0.013  O2 0.969
7 O -1.206 1.972 2.020  H8 0.977, H9 0.968
8 H -0.778 2.291 1.202  O7 0.977
9 H -0.572 2.351 2.647  O7 0.968
10 O -0.465 2.548 -0.910  H11 0.969, H12 0.968
11 H -1.029 3.194 -1.360  O10 0.969
12 H 0.460 2.681 -1.161  O10 0.968
13 O 2.549 2.812 -0.584  H14 0.966, H15 0.962
14 H 2.269 1.888 -0.632  O13 0.966
15 H 2.349 3.107 0.309  O13 0.962
16 O -1.191 -0.427 0.380  H17 0.969, H18 0.958
17 H -0.944 0.202 1.073  O16 0.969
18 H -0.921 -0.021 -0.444  O16 0.958
19 O 1.156 0.407 -1.486  H20 0.960, H21 0.957
20 H 1.717 -0.341 -1.265  O19 0.960
21 H 0.244 0.195 -1.680  O19 0.957

As for the LUMO energy: 0.2090 eV. The SMILES is CO.O.O.O.O.O. The frontier orbital gap is 10.1 eV.

Version b
# CH14O6

A 6-piece molecular cluster, CH14O6 overall (wB97M-V/def2-TZVPD, the Open Molecules 2025 dataset).

Bonds (Å) are listed after each position.
Element x y z (Å)
1 C -1.389 -0.291 -1.994  O2 1.491, H3 1.064, H4 1.167, H5 0.984
2 O -0.166 -0.432 -1.152  C1 1.491, H6 1.006
3 H -1.844 0.670 -1.991  C1 1.064
4 H -2.157 -1.089 -1.630  C1 1.167
5 H -1.233 -0.405 -2.958  C1 0.984
6 H 0.229 -1.234 -1.612  O2 1.006
7 O -0.799 -2.495 0.802  H8 0.934, H9 0.974
8 H -0.869 -1.767 0.222  O7 0.934
9 H -1.392 -2.298 1.551  O7 0.974
10 O -0.854 0.559 2.528  H11 0.972, H12 0.977
11 H -0.487 1.428 2.762  O10 0.972
12 H -1.797 0.578 2.785  O10 0.977
13 O 1.072 3.566 2.115  H14 0.929, H15 0.939
14 H 0.279 3.683 1.645  O13 0.929
15 H 1.573 4.094 1.521  O13 0.939
16 O 1.176 -3.022 -1.397  H17 1.060, H18 1.034
17 H 0.526 -3.277 -0.600  O16 1.060
18 H 2.059 -2.914 -0.871  O16 1.034
19 O 1.857 1.821 -0.369  H20 0.936, H21 0.972
20 H 2.763 1.802 -0.605  O19 0.936
21 H 1.452 1.024 -0.751  O19 0.972

As for the LUMO energy: 0.5697 eV. The SMILES is CO.O.O.O.O.O. The frontier orbital gap is 11.4 eV.

How far above the most stable structure does each one sit? In eV: version a 0.000; version b 0.977.